Entry 1:
Computed, not measured: C11H26BIN2O3S3Si2 as an isolated structure, with wB97M-V/def2-TZVPD.

```
49
Properties=species:S:1:pos:R:3:nbo_charge:R:1
I 1.8487 2.6343 -0.2904 -0.2239
S -0.5671 -0.2183 -0.8484 -0.4911
S -2.9533 -1.3960 2.6377 0.1799
S -4.6032 -2.1445 0.1170 -0.0116
Si 1.0991 -1.5767 -0.6500 1.7563
Si 3.1081 0.5314 -0.8905 1.1167
O -3.4699 3.2050 -0.0402 -0.5383
O 5.7093 -0.3268 0.1338 -0.8884
O 2.5650 -0.8728 0.0149 -1.1939
N -3.7405 0.5505 0.6185 -0.5018
N 0.1369 -3.4657 -2.4540 -0.8480
C -1.1515 -1.7697 2.2618 -0.5416
C 6.8727 2.4829 0.9021 -0.6360
C -4.2034 3.0427 1.2584 -0.0853
C -4.2158 2.4524 -1.0610 -0.0846
C 1.3145 -2.4749 -2.3394 -0.7398
C -4.5615 1.4358 1.5324 -0.2652
C -1.0359 -2.8730 1.0362 -0.4271
C 5.6177 2.3905 -0.1995 -0.8045
C -4.1442 0.7995 -0.8180 -0.2608
C -3.8028 -0.9110 1.0050 -0.0303
C 0.5504 -2.9621 0.6303 -0.9283
B 4.9494 0.8768 -0.2836 0.5606
H -3.7914 2.6966 -2.1261 0.2149
H -4.4003 1.2234 2.6847 0.2515
H 2.2837 -3.1435 -2.4219 0.2337
H -0.6929 -2.9417 -2.0460 0.3435
H 6.7034 -0.1781 0.0807 0.4924
H 5.9676 2.7444 -1.2835 0.2481
H -1.6022 -0.9469 -1.4763 0.1777
H -0.5613 -2.2525 3.1782 0.2527
H -1.3562 -3.9436 1.4554 0.2257
H 7.0751 3.5759 1.2727 0.2253
H -3.4952 3.4989 2.0807 0.2087
H 0.8473 -4.0483 0.2671 0.2670
H -5.2081 0.4007 -1.1105 0.2127
H -1.7602 -2.6620 0.1340 0.2186
H 1.1849 -1.7543 -3.2805 0.2156
H 7.8735 2.0724 0.4558 0.2013
H -5.6960 1.2972 1.1993 0.1858
H 6.6416 1.8137 1.8628 0.2154
H -3.3222 0.3954 -1.5470 0.2127
H -5.3577 2.7659 -0.9366 0.1663
H 3.1315 0.3216 -2.3594 -0.1599
H -5.1951 3.7056 1.2880 0.1808
H 4.8298 3.1951 0.1831 0.2561
H 1.1827 -2.7873 1.6271 0.2393
H -0.5445 -0.7743 2.0055 0.2345
H -0.0604 -3.6848 -3.4607 0.3664
```

Output
Kohn-Sham gap: 7.790 eV
E_HOMO: -8.4 eV
Molecular weight: 524.43 g mol⁻¹
Electronic energy: -2866.0001 a.u.

=====

Entry 2:
Computed, not measured: C2H7N5O as an isolated structure, with wB97M-V/def2-TZVPD.

```
15
Properties=species:S:1:pos:R:3:nbo_charge:R:1
O 2.0642 -0.9565 0.9709 -0.6094
N 1.4612 -0.0528 2.0193 -0.1578
N -0.2622 -0.6889 -0.6158 -0.4703
N -1.4904 -1.3803 -0.9572 -0.7360
N 0.5638 1.3388 0.1252 -0.6020
N -1.0982 1.5240 -1.3351 -0.8533
C 0.8462 0.9000 1.4789 0.2016
C -0.2773 0.6390 -0.6127 0.5708
H 2.1609 -1.9089 1.6714 0.4860
H 0.2412 -1.3354 -0.0072 0.4269
H -1.5124 0.9799 -2.2242 0.3395
H 0.7709 1.8045 2.0506 0.1910
H -2.3815 -1.1531 -0.5406 0.3987
H 0.1410 2.2163 0.0931 0.4243
H -1.2274 -1.9266 -2.1166 0.3901
```

Output
Kohn-Sham gap: 8.698 eV
E_HOMO: -8.3 eV
Molecular weight: 117.11 g mol⁻¹
Electronic energy: -429.1929 a.u.

=====

Entry 3:
Computed, not measured: a 2-piece molecular cluster, C3H3NS overall, with wB97M-V/def2-TZVPD.

```
8
Properties=species:S:1:pos:R:3:nbo_charge:R:1
S 3.1366 0.0588 -0.1690 0.2244
N 0.4792 -1.7873 -0.0203 -0.3403
C 2.6162 1.3352 0.4311 -0.2244
C -1.2586 0.1070 -0.0267 -0.7355
C -0.3619 -1.0141 0.0004 0.2981
H -2.0884 -0.2664 -0.5846 0.2522
H -0.8277 1.0898 -0.4871 0.2666
H -1.6953 0.4771 0.8562 0.2589
```

Output
Kohn-Sham gap: 11.226 eV
E_HOMO: -11.0 eV
Molecular weight: 85.13 g mol⁻¹
Electronic energy: -568.9542 a.u.